Entry 1:
{"formula": "C27H24N6NaO4S3", "method": "ωB97M-V/def2-TZVPD", "elements": ["Na", "C", "C", "C", "C", "C", "C", "C", "C", "C", "S", "C", "N", "H", "H", "H", "H", "H", "H", "H", "H", "C", "N", "C", "C", "N", "C", "S", "H", "H", "H", "H", "H", "H", "O", "C", "O", "C", "C", "C", "C", "C", "C", "N", "O", "O", "H", "H", "H", "H", "N", "C", "S", "C", "C", "C", "N", "C", "C", "H", "H", "H", "H", "H", "H"], "coordinates": [[0.643, 0.270, -0.401], [-0.905, 0.851, 2.267], [0.524, 0.727, 2.722], [0.830, 0.584, 4.097], [2.133, 0.481, 4.470], [3.159, 0.543, 3.498], [4.523, 0.468, 3.862], [5.470, 0.558, 2.881], [5.101, 0.727, 1.537], [3.784, 0.804, 1.112], [3.417, 1.006, -0.577], [2.774, 0.697, 2.144], [1.454, 0.759, 1.799], [-1.568, 1.076, 3.102], [-1.246, -0.076, 1.799], [-0.985, 1.655, 1.532], [0.029, 0.556, 4.825], [2.407, 0.363, 5.513], [4.791, 0.345, 4.904], [6.522, 0.507, 3.136], [5.871, 0.807, 0.780], [-1.683, 3.875, -2.998], [-0.281, 3.579, -2.820], [0.550, 3.055, -3.798], [1.722, 2.756, -3.206], [1.602, 3.112, -1.881], [0.360, 3.582, -1.622], [-0.232, 4.031, -0.111], [-1.825, 4.429, -3.926], [-2.006, 4.481, -2.154], [-2.257, 2.948, -3.016], [0.225, 2.940, -4.816], [2.625, 2.327, -3.600], [2.223, 2.786, -1.133], [-1.192, -1.044, -0.546], [-1.634, -0.001, -1.080], [-0.966, 0.846, -1.721], [-3.103, 0.321, -0.878], [-3.484, 1.642, -0.660], [-4.816, 1.959, -0.451], [-5.750, 0.937, -0.493], [-5.400, -0.385, -0.707], [-4.060, -0.688, -0.881], [-7.173, 1.266, -0.294], [-7.989, 0.369, -0.415], [-7.468, 2.429, -0.097], [-2.719, 2.411, -0.643], [-5.136, 2.972, -0.263], [-6.165, -1.146, -0.724], [-3.737, -1.712, -1.014], [0.414, -6.749, -1.153], [1.449, -6.265, -0.443], [2.475, -7.247, 0.391], [1.584, -4.781, -0.494], [2.112, -4.081, 0.580], [2.163, -2.696, 0.511], [1.745, -2.000, -0.542], [1.267, -2.675, -1.580], [1.167, -4.057, -1.607], [0.238, -7.739, -1.109], [-0.316, -6.138, -1.476], [2.457, -4.610, 1.457], [2.560, -2.115, 1.337], [0.933, -2.085, -2.425], [0.793, -4.544, -2.498]], "orbital_gap_ev": 5.753, "total_charge": -1, "e_lumo_ev": 1.63, "homo_energy_ev": -4.120, "e_tot_ha": -3029.80307, "relative_energy_kcal_mol": 3.6}

Entry 2:
{"formula": "C25H27BrFKN3O2Si", "method": "ωB97M-V/def2-TZVPD", "elements": ["K", "O", "C", "C", "C", "C", "C", "C", "C", "O", "N", "N", "C", "C", "Br", "C", "C", "C", "C", "C", "C", "C", "H", "H", "H", "H", "H", "H", "H", "H", "H", "H", "H", "H", "H", "H", "C", "Si", "C", "C", "N", "C", "C", "C", "C", "C", "C", "F", "H", "H", "H", "H", "H", "H", "H", "H", "H", "H", "H", "H", "H"], "coordinates": [[1.375, 0.286, -0.488], [1.527, 4.750, 0.672], [0.369, 4.806, 1.249], [0.066, 5.776, 2.230], [-1.179, 5.840, 2.826], [-2.188, 4.948, 2.478], [-1.911, 3.982, 1.517], [-0.665, 3.880, 0.916], [-0.335, 2.885, -0.176], [1.030, 2.564, -0.184], [-1.140, 1.674, -0.014], [-1.181, 0.818, -1.033], [-2.046, -0.118, -1.060], [-2.019, -1.140, -2.114], [-0.303, -1.566, -2.819], [-3.064, -1.854, -2.536], [-4.468, -1.665, -2.125], [-5.272, -2.795, -1.974], [-6.600, -2.683, -1.599], [-7.157, -1.430, -1.382], [-6.376, -0.297, -1.552], [-5.045, -0.410, -1.925], [1.450, 3.491, 0.087], [0.851, 6.473, 2.497], [-1.369, 6.601, 3.576], [-3.167, 5.003, 2.937], [-2.717, 3.318, 1.219], [-0.608, 3.319, -1.152], [-1.822, 1.612, 0.728], [-2.816, -0.226, -0.293], [-2.877, -2.673, -3.219], [-4.840, -3.774, -2.143], [-7.201, -3.575, -1.477], [-8.196, -1.339, -1.094], [-6.806, 0.686, -1.404], [-4.455, 0.481, -2.089], [5.125, -3.018, -1.527], [4.389, -1.398, -0.908], [5.740, -0.521, 0.070], [4.069, -0.329, -2.437], [2.908, -1.534, -0.120], [2.589, -2.061, 1.078], [3.476, -2.742, 1.956], [3.094, -3.247, 3.187], [1.789, -3.121, 3.644], [0.871, -2.476, 2.822], [1.270, -1.987, 1.605], [0.298, -1.369, 0.839], [6.048, -2.844, -2.086], [4.416, -3.527, -2.184], [5.351, -3.697, -0.702], [6.650, -0.418, -0.526], [5.997, -1.051, 0.988], [5.408, 0.480, 0.356], [4.967, -0.231, -3.051], [3.760, 0.688, -2.169], [3.286, -0.767, -3.061], [4.501, -2.864, 1.627], [3.832, -3.751, 3.801], [1.488, -3.511, 4.607], [-0.165, -2.351, 3.114]], "orbital_gap_ev": 6.267, "total_charge": -1, "e_lumo_ev": 2.10, "homo_energy_ev": -4.165, "e_tot_ha": -4847.00615, "relative_energy_kcal_mol": 9.8}

Entry 3:
{"formula": "C2H8OS2", "method": "ωB97M-V/def2-TZVPD", "elements": ["C", "S", "S", "C", "H", "H", "H", "H", "H", "H", "H", "H", "O"], "coordinates": [[1.691, 0.965, 0.149], [1.025, 0.840, 1.881], [-0.530, -0.503, 1.679], [0.156, -2.232, 1.552], [1.747, -0.044, -0.249], [0.949, 1.516, -0.417], [2.685, 1.374, 0.271], [-0.023, -2.627, 0.560], [1.227, -2.162, 1.719], [-0.386, -2.759, 2.322], [-3.602, 1.813, -2.929], [-2.082, 1.914, -2.985], [-2.857, 1.905, -3.554]], "orbital_gap_ev": 9.332, "smiles": "CSSC.O", "e_lumo_ev": 0.57, "homo_energy_ev": -8.766, "e_tot_ha": -952.59717, "relative_energy_kcal_mol": 10.3}

Entry 4:
{"formula": "C11H47NO16", "method": "ωB97M-V/def2-TZVPD", "elements": ["C", "C", "O", "O", "H", "H", "H", "C", "C", "C", "C", "C", "C", "N", "O", "C", "C", "C", "H", "H", "H", "H", "H", "H", "H", "H", "H", "H", "H", "H", "H", "H", "H", "H", "H", "H", "O", "H", "H", "O", "H", "H", "O", "H", "H", "O", "H", "H", "O", "H", "H", "O", "H", "H", "O", "H", "H", "O", "H", "H", "O", "H", "H", "O", "H", "H", "O", "H", "H", "O", "H", "H", "O", "H", "H"], "coordinates": [[-1.983, 1.712, 3.051], [-0.625, 1.856, 3.696], [-0.305, 0.912, 4.425], [0.045, 2.882, 3.760], [-1.783, 1.742, 1.980], [-2.509, 2.636, 3.293], [-2.587, 0.887, 3.430], [1.715, -2.880, -3.945], [2.089, -1.940, -5.181], [3.672, -1.758, -5.214], [4.444, -2.931, -5.821], [3.914, -3.146, -7.243], [2.422, -3.503, -7.272], [1.658, -2.434, -6.543], [0.197, -2.626, -6.672], [2.192, -4.922, -6.696], [2.065, -3.500, -8.783], [1.572, -0.507, -4.894], [2.518, -3.536, -3.609], [1.000, -3.638, -4.266], [1.225, -2.524, -3.039], [3.995, -1.612, -4.183], [3.876, -0.830, -5.747], [4.247, -3.845, -5.261], [5.502, -2.706, -5.682], [4.626, -3.858, -7.661], [4.120, -2.232, -7.799], [2.774, -5.575, -7.347], [1.113, -5.082, -6.715], [2.566, -4.940, -5.673], [2.823, -4.047, -9.344], [2.025, -2.427, -8.974], [1.081, -3.935, -8.957], [0.514, -0.655, -4.678], [1.833, 0.200, -5.681], [2.087, -0.143, -4.006], [-8.614, -1.610, 1.685], [-9.475, -1.287, 1.421], [-7.995, -1.008, 1.271], [0.542, -4.396, 3.082], [-0.039, -4.842, 3.698], [0.777, -3.579, 3.522], [-7.320, -2.488, 6.205], [-7.876, -1.953, 6.771], [-7.557, -2.223, 5.316], [0.254, 6.834, 8.846], [0.519, 7.017, 7.945], [0.952, 6.278, 9.193], [5.503, 2.219, 3.228], [4.579, 2.465, 3.283], [5.533, 1.323, 3.563], [3.079, 7.792, 4.880], [3.332, 8.287, 4.101], [2.837, 6.927, 4.547], [-3.870, -1.785, -2.346], [-2.981, -1.979, -2.641], [-3.914, -2.151, -1.462], [-6.833, 1.866, -0.666], [-7.419, 2.264, -1.311], [-6.203, 1.370, -1.189], [-5.990, 7.765, 2.013], [-6.102, 6.840, 2.233], [-6.881, 8.114, 1.985], [3.811, 3.523, 8.081], [4.349, 2.732, 8.045], [3.239, 3.459, 7.315], [-0.656, 7.137, 1.353], [-1.606, 7.245, 1.407], [-0.468, 6.384, 1.912], [-3.030, -0.673, 7.828], [-2.293, -0.245, 7.393], [-3.572, -1.005, 7.112], [2.570, -2.443, 8.218], [2.359, -3.344, 7.971], [2.345, -1.924, 7.446]], "orbital_gap_ev": 3.583, "total_charge": -2, "e_lumo_ev": 3.09, "homo_energy_ev": -0.494, "e_tot_ha": -1705.80354}

Entry 5:
{"formula": "C24H24Cl5CoN8O", "method": "ωB97M-V/def2-TZVPD", "elements": ["Co", "Cl", "C", "C", "Cl", "C", "Cl", "C", "O", "C", "Cl", "C", "Cl", "C", "C", "N", "C", "C", "N", "C", "N", "N", "N", "C", "C", "C", "C", "C", "C", "H", "H", "H", "H", "H", "H", "H", "H", "H", "H", "H", "C", "C", "N", "C", "N", "C", "C", "C", "N", "C", "H", "H", "H", "H", "H", "H", "H", "H", "H", "H", "H", "H", "H"], "coordinates": [[2.094, 0.665, -0.135], [7.390, 5.423, -0.467], [5.919, 4.535, -0.253], [5.907, 3.167, -0.172], [7.339, 2.278, -0.199], [4.694, 2.466, 0.012], [4.616, 0.738, 0.049], [3.470, 3.111, 0.178], [2.351, 2.460, 0.481], [3.523, 4.510, 0.023], [1.974, 5.331, 0.213], [4.703, 5.178, -0.192], [4.640, 6.883, -0.393], [-0.531, 2.022, 1.343], [-0.705, 1.696, -0.095], [0.224, 1.086, -0.809], [-0.224, 0.966, -2.100], [-1.436, 1.571, -2.180], [-1.755, 2.010, -0.892], [-3.017, 2.535, -0.405], [-3.736, 1.511, 0.278], [-4.078, 1.663, 1.592], [-4.876, 0.723, 1.913], [-5.058, -0.102, 0.848], [-5.876, -1.220, 0.718], [-5.938, -1.828, -0.523], [-5.157, -1.364, -1.604], [-4.330, -0.272, -1.468], [-4.294, 0.360, -0.246], [0.537, 2.336, 1.454], [-0.763, 1.171, 1.980], [-1.169, 2.849, 1.605], [0.410, 0.594, -2.900], [-2.082, 1.743, -3.029], [-3.597, 2.912, -1.238], [-2.822, 3.352, 0.290], [-6.498, -1.594, 1.506], [-6.572, -2.700, -0.673], [-5.226, -1.866, -2.573], [-3.715, 0.079, -2.285], [-1.080, -3.295, 1.460], [-0.623, -2.108, 2.323], [0.619, -1.573, 1.752], [1.292, -2.095, 0.708], [2.169, -1.286, 0.085], [3.167, -1.970, -0.721], [2.543, -3.057, -1.581], [1.827, -4.049, -0.680], [1.129, -3.382, 0.394], [0.161, -4.137, 1.168], [-1.503, -2.931, 0.536], [-1.809, -3.892, 1.954], [-0.470, -2.442, 3.355], [-1.383, -1.335, 2.259], [0.875, -0.623, 1.957], [3.931, -2.438, -0.052], [3.696, -1.238, -1.368], [3.258, -3.643, -2.165], [1.799, -2.581, -2.228], [2.515, -4.774, -0.216], [1.079, -4.555, -1.266], [0.597, -4.560, 2.091], [-0.127, -5.016, 0.587]], "orbital_gap_ev": [8.532, 7.664], "total_charge": 1, "e_lumo_ev": [-2.18, -3.08], "homo_energy_ev": [-10.709, -10.743], "e_tot_ha": -5125.81745, "relative_energy_kcal_mol": 0.0, "multiplicity": 4}

Entry 6:
{"formula": "C35H36GeN2O2ReS3", "method": "ωB97M-V/def2-TZVPD", "elements": ["Re", "C", "C", "S", "C", "C", "S", "C", "C", "S", "H", "H", "H", "H", "H", "H", "H", "H", "H", "H", "H", "H", "C", "O", "C", "C", "C", "C", "C", "C", "N", "N", "C", "C", "O", "C", "C", "C", "C", "C", "C", "C", "C", "H", "H", "H", "H", "H", "H", "H", "H", "H", "H", "H", "H", "H", "Ge", "C", "C", "C", "C", "C", "C", "C", "C", "C", "C", "C", "C", "H", "H", "H", "H", "H", "H", "H", "H", "H", "H", "H"], "coordinates": [[-0.040, 1.624, 0.890], [-2.934, -0.075, 0.730], [-2.783, 0.035, 2.238], [-1.102, 0.508, 2.789], [-1.465, 1.854, 3.968], [-2.051, 3.094, 3.320], [-1.105, 3.597, 1.839], [-2.409, 3.932, 0.617], [-3.195, 2.707, 0.186], [-2.149, 1.242, -0.251], [-3.990, -0.087, 0.456], [-2.498, -1.001, 0.354], [-2.994, -0.934, 2.692], [-3.475, 0.761, 2.663], [-0.519, 2.053, 4.470], [-2.144, 1.441, 4.717], [-2.022, 3.930, 4.020], [-3.089, 2.950, 3.025], [-1.886, 4.404, -0.213], [-3.083, 4.676, 1.045], [-3.781, 2.931, -0.706], [-3.887, 2.375, 0.959], [2.018, 2.525, 3.260], [1.727, 1.672, 2.100], [2.775, 0.859, 1.656], [3.928, 0.598, 2.363], [4.894, -0.192, 1.746], [4.706, -0.696, 0.459], [3.543, -0.433, -0.237], [2.555, 0.337, 0.383], [1.318, 0.687, -0.182], [1.291, 0.483, -1.516], [0.845, 1.381, -2.325], [0.455, 2.749, -1.862], [0.197, 2.971, -0.615], [0.387, 3.785, -2.781], [0.540, 3.515, -4.128], [0.762, 2.213, -4.650], [0.871, 2.015, -6.030], [1.102, 0.741, -6.532], [1.229, -0.328, -5.658], [1.130, -0.146, -4.276], [0.896, 1.117, -3.768], [2.997, 2.974, 3.121], [1.264, 3.303, 3.270], [1.990, 1.919, 4.163], [4.108, 0.994, 3.352], [5.812, -0.405, 2.278], [5.481, -1.297, 0.002], [3.381, -0.821, -1.232], [0.199, 4.790, -2.429], [0.463, 4.339, -4.831], [0.781, 2.859, -6.702], [1.189, 0.586, -7.598], [1.416, -1.318, -6.052], [1.236, -0.991, -3.608], [0.342, -2.532, 0.936], [0.476, -2.865, -0.912], [1.695, -3.425, -1.320], [1.809, -3.964, -2.595], [0.727, -3.913, -3.463], [-0.475, -3.322, -3.075], [-0.608, -2.807, -1.799], [-1.070, -3.094, 2.024], [-0.908, -3.044, 3.423], [-1.839, -3.654, 4.241], [-2.936, -4.302, 3.675], [-3.107, -4.358, 2.292], [-2.179, -3.758, 1.462], [1.612, -2.089, 1.663], [2.543, -3.477, -0.645], [2.734, -4.434, -2.901], [0.813, -4.350, -4.450], [-1.311, -3.296, -3.762], [-1.560, -2.387, -1.494], [-0.041, -2.561, 3.860], [-1.710, -3.649, 5.315], [-3.659, -4.787, 4.319], [-3.949, -4.892, 1.872], [-2.286, -3.845, 0.387]], "orbital_gap_ev": [5.849, 5.838], "total_charge": 4, "e_lumo_ev": [-13.06, -13.10], "homo_energy_ev": [-18.907, -18.933], "e_tot_ha": -4963.59269, "relative_energy_kcal_mol": 11.4, "multiplicity": 2}